9
Properties=species:S:1:pos:R:3:mulliken_charge:R:1 method="wB97M-V/def2-TZVPD" gap_ev="7.624 / 7.625" max_force_ev_per_a=6.6 e_tot_ha=-1290.86703 de_lowest_kj_mol=244.98 homo_ha="-0.3244 / -0.3244"
C 2.13829 0.51589 0.79898 -0.40
C 1.26248 -0.68986 0.82977 0.29
O 0.27994 1.21886 -1.01368 -0.41
P -0.91754 0.56768 -0.44106 0.33
S 0.03567 -1.70478 0.57964 -0.19
S -1.40256 1.46593 1.45615 -0.28
H 1.67282 1.46160 1.29264 0.24
H 3.25270 0.08203 0.99293 0.24
H -2.63013 0.70136 1.55433 0.19